The following is a quantum chemistry calculation of C66H76Br2CsN3O5P2S as an isolated structure, from OMol25.

Results
- Charge: -2
- Relative energy (zero: lowest compared OMol25 entry of this formula, charge and spin): 37.5 kJ/mol
- HOMO energy: -1.70 eV
- Molecular weight: 1378.08 g/mol
- Multiplicity: 1
- Orbital gap: 5.2 eV
- Calculated total energy: -9350.229979 Eh

The geometry in XYZ format:
```
156
Properties=species:S:1:pos:R:3:forces:R:3
Cs 0.9390 0.0846 1.1337 -1.0 -0.2 -0.8
C -1.0274 -3.3912 4.1953 0.0 0.1 0.0
C -2.3834 -3.3395 4.5305 0.1 0.0 -0.1
C -3.2169 -2.4623 3.8519 0.0 0.1 0.0
C -2.7026 -1.6649 2.8143 -0.1 -0.1 -0.1
C -1.3436 -1.6697 2.4583 0.3 0.2 -0.1
C -0.5307 -2.5325 3.2177 -0.2 -0.1 0.1
C -3.6240 -0.8188 1.9949 0.0 -0.1 0.1
C -5.0164 -1.1403 1.8730 0.1 -0.1 0.0
C -5.8239 -0.4120 1.0605 0.0 0.0 0.0
C -5.2843 0.6613 0.3093 0.0 0.0 0.0
C -6.0274 1.4406 -0.6083 0.0 0.0 0.0
C -5.4196 2.4315 -1.3293 0.1 0.0 0.0
C -4.0368 2.6843 -1.1631 -0.1 0.0 0.0
C -3.3025 1.9475 -0.2783 0.1 0.0 0.0
C -3.9087 0.9146 0.4836 0.0 0.0 0.0
N -3.1222 0.2022 1.3343 0.0 0.0 0.0
H -0.3720 -4.0878 4.7135 0.0 0.0 0.0
H -2.7816 -3.9677 5.3201 0.0 0.0 0.0
H -4.2555 -2.3869 4.1686 0.0 0.0 0.0
H 0.5489 -2.5350 3.0234 -0.2 -0.1 0.1
H -5.4121 -1.9946 2.4046 0.0 0.0 0.0
H -6.8752 -0.6598 0.9543 0.0 0.0 0.0
H -7.0843 1.2307 -0.7391 0.0 0.0 0.0
H -5.9921 3.0175 -2.0381 0.0 0.0 0.0
H -3.5481 3.4558 -1.7465 0.0 0.0 0.0
H -2.2374 2.1169 -0.1650 -0.1 0.0 0.0
C 1.0158 -4.5631 0.6129 0.0 0.0 0.0
C 2.4188 -4.2640 1.0522 0.0 0.0 0.0
C 3.3958 -5.2827 1.1136 -0.1 -0.1 0.0
C 4.6196 -5.0162 1.6512 0.0 0.0 0.0
C 4.9102 -3.7232 2.1336 -0.1 0.1 0.0
C 6.1123 -3.3612 2.7888 0.0 0.0 0.0
Br 7.5080 -4.6449 3.0404 0.0 0.0 0.0
C 6.3036 -2.0896 3.2479 -0.1 0.0 0.0
C 5.3260 -1.1145 3.0392 0.0 0.0 -0.1
Br 5.6802 0.6540 3.6480 0.0 0.0 0.0
C 4.1217 -1.3301 2.3307 0.1 0.1 0.2
O 3.2939 -0.4294 2.0444 1.0 -0.4 0.4
C 3.9078 -2.7359 1.9444 0.0 -0.1 0.0
N 2.6918 -3.0330 1.4211 0.2 0.1 0.0
H 0.9354 -5.5643 0.1830 0.0 0.0 0.0
H 0.6664 -3.8270 -0.1097 0.0 0.0 0.0
H 0.3362 -4.4871 1.4654 0.0 0.0 0.0
H 3.1570 -6.2760 0.7525 0.0 0.0 0.0
H 5.3727 -5.7900 1.7231 0.0 0.0 0.0
H 7.2184 -1.8294 3.7627 0.0 0.0 0.0
O -0.0853 1.9537 2.9687 -0.1 0.3 0.1
S -0.7709 3.2203 2.5873 0.0 0.1 0.2
C -2.5194 3.0080 3.0379 0.0 -0.1 -0.1
C -2.7426 2.5404 4.4390 0.0 -0.1 0.0
C -2.3551 1.2438 4.7863 0.0 0.0 0.0
C -2.5288 0.7917 6.0854 0.0 0.0 0.0
C -3.1043 1.6176 7.0448 0.0 0.0 -0.1
C -3.5118 2.8998 6.6992 0.0 0.0 0.0
C -3.3269 3.3586 5.4012 0.0 0.0 0.0
C -0.2611 4.4722 3.8706 0.0 -0.2 0.0
C 0.5155 3.8182 4.9773 0.0 0.1 0.0
C 1.7722 3.2701 4.7225 0.0 0.0 0.0
C 2.4723 2.6080 5.7181 0.0 0.0 0.0
C 1.9284 2.4975 6.9918 0.0 0.0 0.0
C 0.6828 3.0466 7.2582 0.0 0.0 0.0
C -0.0215 3.6971 6.2537 0.0 0.0 0.0
H -2.8185 2.2315 2.3305 0.0 0.1 0.1
H -3.0224 3.9437 2.7839 0.0 0.0 0.1
H -1.9133 0.5972 4.0350 0.0 0.0 0.0
H -2.2187 -0.2141 6.3404 0.0 0.0 0.0
H -3.2476 1.2579 8.0568 0.0 0.0 0.0
H -3.9719 3.5441 7.4391 0.0 0.0 0.0
H -3.6479 4.3601 5.1312 0.0 0.0 0.0
H -1.1594 4.9682 4.2377 0.0 0.0 0.0
H 0.3473 5.1928 3.3234 0.0 0.0 0.0
H 2.1909 3.3271 3.7248 0.0 0.0 0.0
H 3.4253 2.1491 5.4877 0.0 0.0 0.0
H 2.4685 1.9681 7.7674 0.0 0.0 0.0
H 0.2423 2.9481 8.2433 0.0 0.0 0.0
H -1.0123 4.0855 6.4567 0.1 0.0 0.0
C 3.1479 3.5261 -3.1540 0.0 0.0 0.0
C 3.4977 2.8747 -1.8340 -0.1 0.0 0.0
O 4.3311 1.7149 -2.0202 0.0 0.1 0.0
P 3.6016 0.2527 -2.0818 -0.2 0.0 0.1
O 3.3361 0.0351 -3.6649 0.0 0.1 -0.1
C 4.3352 0.2768 -4.6598 0.0 -0.1 0.0
C 4.5242 -0.9833 -5.4762 0.0 0.0 0.0
O 4.9552 -0.6502 -1.9748 0.1 0.0 -0.1
C 5.6619 -0.6276 -0.7269 0.0 0.0 0.0
C 6.4663 -1.8992 -0.6059 0.0 0.0 0.0
H 2.5397 4.4156 -2.9765 0.0 0.0 0.0
H 2.5508 2.8540 -3.7701 0.0 0.0 0.0
H 4.0570 3.8101 -3.6914 0.0 0.0 0.0
H 2.5829 2.5986 -1.3001 0.0 0.0 0.0
H 4.0687 3.5534 -1.2008 0.0 0.0 0.0
H 5.2721 0.5799 -4.1918 0.0 0.0 0.0
H 3.9814 1.1001 -5.2839 0.0 0.0 0.0
H 4.8895 -1.7896 -4.8389 0.0 0.0 0.0
H 5.2469 -0.8092 -6.2780 0.0 0.0 0.0
H 3.5776 -1.2944 -5.9223 0.0 0.0 0.0
H 4.9526 -0.5354 0.0982 0.0 0.0 0.0
H 6.3071 0.2537 -0.7059 0.0 0.0 0.0
H 5.8109 -2.7675 -0.6907 0.0 0.0 0.0
H 6.9595 -1.9374 0.3672 0.0 0.0 0.0
H 7.2229 -1.9537 -1.3923 0.0 0.0 0.0
C -2.7411 -5.2150 -1.1160 0.0 0.0 0.0
C -1.7351 -4.8737 -2.2204 0.0 0.0 0.1
C -2.2137 -5.4011 -3.5719 0.0 0.0 0.0
P -1.1768 -3.0978 -2.0637 -0.1 0.1 0.0
C -2.5451 -1.9784 -2.6477 0.0 0.0 0.0
C -3.6660 -1.8940 -1.6095 0.0 0.0 0.0
C -3.1136 -2.1558 -4.0562 0.0 0.0 0.0
C 0.0250 -2.9588 -3.4670 0.0 -0.1 0.0
C 1.2697 -3.8031 -3.1760 0.0 0.0 0.0
C 0.4099 -1.4929 -3.6454 0.1 0.0 0.0
H -2.8406 -6.2997 -1.0070 0.0 0.0 0.0
H -3.7298 -4.8191 -1.3534 0.0 0.0 0.0
H -2.4384 -4.7987 -0.1525 0.0 0.0 0.0
H -0.8079 -5.4012 -1.9676 0.0 0.0 0.0
H -3.2023 -5.0115 -3.8173 0.0 0.0 0.0
H -2.2896 -6.4940 -3.5403 0.0 0.0 0.0
H -1.5375 -5.1418 -4.3880 0.0 0.0 0.0
H -2.0294 -1.0122 -2.6214 0.0 0.0 0.0
H -4.3084 -2.7764 -1.6464 0.0 0.0 0.0
H -4.2962 -1.0224 -1.8074 0.0 0.0 0.0
H -3.2644 -1.8029 -0.5980 0.0 0.0 0.0
H -3.8822 -2.9320 -4.0701 0.0 0.0 0.0
H -2.3520 -2.4148 -4.7942 0.0 0.0 0.0
H -3.5803 -1.2231 -4.3877 0.0 0.0 0.0
H -0.4321 -3.3148 -4.3952 0.0 0.0 0.0
H 1.7453 -3.4810 -2.2452 0.0 0.0 0.0
H 2.0040 -3.6779 -3.9779 0.0 0.0 0.0
H 1.0447 -4.8694 -3.0903 0.0 0.0 0.0
H 0.6783 -1.0313 -2.6883 0.0 0.0 -0.1
H -0.3918 -0.9048 -4.0856 0.0 0.0 0.0
H 1.2850 -1.4015 -4.2925 0.0 0.0 0.0
C -1.7188 1.6906 -6.6280 0.0 0.0 0.1
C -0.4826 1.2544 -6.1577 0.0 0.0 0.0
C 0.0269 1.6937 -4.9474 0.0 -0.1 -0.1
C -0.6702 2.6101 -4.1245 -0.1 0.0 0.0
C -1.9350 3.0341 -4.6235 0.1 0.0 0.0
C -2.4365 2.5802 -5.8312 0.0 0.0 0.0
N -0.1558 2.9254 -2.9039 -0.2 0.1 0.1
C -0.4070 4.1252 -2.3253 0.2 0.0 -0.1
C -0.6008 5.3461 -3.0366 -0.1 -0.1 0.1
C -0.7536 6.5593 -2.3900 0.0 0.0 -0.1
C -0.7253 6.6518 -1.0020 0.0 0.0 0.0
C -0.5144 5.4791 -0.2822 0.0 -0.1 0.0
C -0.3534 4.2559 -0.9115 0.0 0.1 0.1
H -2.1179 1.3347 -7.5696 0.0 0.0 0.0
H 0.0949 0.5457 -6.7437 0.0 0.0 0.0
H 0.9747 1.3113 -4.5839 0.0 0.0 0.0
H -2.5289 3.7064 -4.0175 0.0 0.0 0.0
H -3.4163 2.9184 -6.1558 0.0 0.0 0.0
H -0.6069 5.3117 -4.1179 0.0 0.0 -0.1
H -0.8881 7.4597 -2.9819 0.0 0.0 0.0
H -0.8453 7.6035 -0.4994 0.0 0.0 0.0
H -0.4797 5.5208 0.8020 0.0 0.0 0.0
H -0.1812 3.3649 -0.3126 0.0 0.0 -0.2
```
Forces are in eV/Å.

The following is a quantum chemistry calculation of a 11-piece molecular cluster, C66H90 overall, from OMol25.

Results
- Relative energy (zero: lowest compared OMol25 entry of this formula, charge and spin): 0.0 kJ/mol
- HOMO energy: -9.02 eV
- Molecular weight: 883.45 g/mol
- Multiplicity: 1
- Orbital gap: 9.6 eV
- Calculated total energy: -2568.792949 Eh

The geometry in XYZ format:
```
156
Properties=species:S:1:pos:R:3:forces:R:3
C -6.1747 1.2616 -0.4297 -0.5 0.3 0.2
C -5.9141 2.2048 0.5524 0.9 -0.5 0.0
C -4.7427 2.9397 0.4291 -0.7 1.4 -0.2
C -3.9609 2.8917 -0.7134 -0.2 -0.5 0.0
C -4.1772 1.8824 -1.6612 -0.3 0.9 0.5
C -5.3149 1.0973 -1.5060 0.1 -0.6 0.0
H -7.1001 0.6998 -0.3877 0.1 -0.2 0.0
H -6.5311 2.3334 1.4311 -0.2 0.0 -0.1
H -4.5873 3.7744 1.1077 0.2 -0.2 0.2
H -3.2450 3.6924 -0.8453 0.4 -0.3 -0.1
H -3.5153 1.8329 -2.5141 -0.1 -0.3 -0.2
H -5.5841 0.2888 -2.1759 0.3 0.2 -0.4
C 2.6425 -2.0607 -6.7499 0.3 0.3 0.8
C 1.7489 -2.3071 -5.7100 -0.3 0.6 -0.3
C 2.1507 -2.2535 -4.3850 0.1 -0.5 -0.3
C 3.4938 -2.0620 -4.0627 0.0 -0.6 0.5
C 4.4196 -1.9267 -5.0754 -0.3 0.6 -1.3
C 3.9665 -1.8194 -6.3951 0.2 -0.3 -0.3
H 2.2907 -2.0412 -7.7708 0.1 0.1 -0.1
H 0.6922 -2.4118 -5.9302 0.0 -0.3 0.0
H 1.4031 -2.5036 -3.6452 0.1 0.3 0.3
H 3.8087 -2.1186 -3.0268 0.0 0.1 0.0
H 5.4981 -1.8667 -5.0114 -0.1 0.1 0.9
H 4.7217 -1.5647 -7.1308 -0.2 -0.2 -0.2
C 4.4427 -1.9900 1.7184 0.0 0.3 0.7
C 4.2548 -2.9879 2.6812 0.8 -0.4 -1.5
C 3.1601 -3.8220 2.5391 -0.8 0.6 0.6
C 2.1751 -3.5227 1.5945 0.2 -0.4 0.0
C 2.3248 -2.4827 0.6834 0.3 -0.8 0.6
C 3.4916 -1.7205 0.7576 -0.3 -0.1 -0.9
H 5.3324 -1.3715 1.7459 0.1 -0.1 0.0
H 5.1316 -3.2711 3.2514 -0.4 0.1 0.6
H 2.9696 -4.6191 3.2476 0.2 -0.2 -0.1
H 1.3298 -4.1953 1.5091 -0.1 0.1 0.1
H 1.5629 -2.4359 -0.0818 0.1 0.5 -0.2
H 3.7436 -0.9959 -0.0094 -0.3 0.1 0.1
C -0.7878 -2.8200 4.9409 0.0 -1.1 0.1
C 0.3113 -3.1614 5.7308 0.5 1.2 0.3
C 0.6204 -4.4559 6.1056 -0.3 -0.6 -0.9
C -0.1281 -5.4744 5.5270 -0.2 -0.5 0.4
C -1.2287 -5.1867 4.7511 -0.7 0.5 0.0
C -1.5733 -3.8662 4.4615 -0.1 0.1 0.3
H -1.0579 -1.7890 4.7692 0.2 0.1 -0.1
H 0.9595 -2.3519 6.0570 -0.1 0.0 0.2
H 1.4076 -4.7369 6.7908 0.2 0.4 -0.1
H 0.0554 -6.5283 5.7124 0.2 0.2 0.3
H -1.9298 -5.9785 4.5118 0.2 -0.1 -0.4
H -2.4960 -3.6736 3.9273 0.1 0.1 -0.1
C 4.7530 2.0983 1.5639 0.4 0.5 -0.2
C 5.6552 2.7928 0.7399 -0.4 -0.2 0.4
C 5.3897 2.9232 -0.6072 0.3 -0.4 0.3
C 4.2372 2.3534 -1.1591 0.5 1.0 -0.6
C 3.3509 1.6688 -0.3699 0.0 0.1 1.3
C 3.6101 1.5595 1.0146 -0.1 -0.1 -0.5
H 4.9401 2.0175 2.6265 0.0 0.0 0.0
H 6.5351 3.2746 1.1463 0.0 -0.2 0.1
H 6.1485 3.4276 -1.1922 -0.3 0.1 -0.3
H 4.0172 2.6210 -2.1880 -0.1 -0.5 -0.1
H 2.3923 1.3083 -0.7186 1.5 0.1 -0.3
H 2.9066 1.0561 1.6664 -0.1 -0.1 -0.1
C -2.4256 -1.6574 -5.2775 0.4 0.1 -0.2
C -2.9815 -1.8134 -4.0141 0.0 0.3 0.8
C -3.7588 -2.9131 -3.6925 -0.4 -0.3 -1.5
C -4.0482 -3.8102 -4.7375 -0.3 0.1 0.9
C -3.4660 -3.6793 -5.9747 0.7 -0.3 -0.5
C -2.5824 -2.6310 -6.2437 -1.0 0.0 0.1
H -1.8626 -0.7769 -5.5673 0.0 0.1 0.4
H -2.8510 -1.0608 -3.2418 0.2 0.1 -0.2
H -4.2541 -3.0370 -2.7408 0.2 0.1 0.2
H -4.7894 -4.5896 -4.5995 0.2 -0.1 0.2
H -3.6525 -4.4502 -6.7141 -0.1 0.2 -0.1
H -2.1645 -2.4855 -7.2310 0.1 -0.2 0.0
C 2.0402 3.4539 -4.1803 -0.5 0.7 0.3
C 2.7704 4.6387 -4.2654 -0.1 0.2 -0.3
C 3.9017 4.6993 -5.0586 0.1 -0.9 -0.5
C 4.3027 3.5473 -5.7582 0.2 0.3 0.2
C 3.5668 2.3754 -5.6786 -0.3 0.3 0.2
C 2.4084 2.3527 -4.9072 0.5 -0.8 0.0
H 1.1404 3.4456 -3.5749 0.0 -0.1 0.0
H 2.4075 5.5374 -3.7831 0.1 -0.1 0.2
H 4.4780 5.6031 -5.1932 -0.1 0.1 0.2
H 5.2138 3.5929 -6.3408 0.0 -0.1 -0.1
H 3.8268 1.4574 -6.1824 0.3 0.1 -0.2
H 1.8813 1.4069 -4.8442 -0.2 0.2 0.0
C 0.1354 1.2021 7.5596 0.7 0.5 -0.2
C 0.3504 2.1985 6.6083 -0.2 0.1 -0.5
C -0.6731 2.5469 5.7435 -0.4 -0.7 0.0
C -1.8995 1.8823 5.8476 -0.2 1.1 -0.1
C -2.1392 0.9525 6.8329 0.6 -1.3 -0.4
C -1.0653 0.5232 7.6186 -0.1 0.3 0.5
H 0.9477 0.9951 8.2470 -0.1 -0.4 -0.1
H 1.3182 2.6547 6.4373 0.0 0.0 0.4
H -0.5305 3.2541 4.9397 0.1 0.1 0.1
H -2.6975 2.1425 5.1607 0.0 0.0 0.0
H -3.0734 0.4044 6.8191 0.0 0.1 0.3
H -1.1042 -0.3105 8.3095 -0.5 0.1 0.0
C -4.8040 -2.1399 0.5188 0.4 0.3 1.1
C -3.4868 -2.8750 0.8105 -0.4 -0.2 -0.1
C -3.4466 -4.3013 0.2559 0.1 0.1 0.8
C -2.3849 -5.1349 0.9851 1.3 0.6 -1.0
C -2.1784 -6.5595 0.4439 -0.2 -0.3 0.7
C -0.7181 -6.8713 0.0659 -0.9 0.3 -0.2
H -5.0553 -1.8885 -0.5086 0.3 -0.1 -0.1
H -4.7615 -1.2215 1.1120 -0.2 0.3 -0.4
H -5.6303 -2.6961 0.9675 0.0 -0.2 -0.2
H -2.5951 -2.3043 0.5386 -0.1 0.1 -0.4
H -3.4092 -2.9382 1.9010 -0.1 -0.1 0.0
H -3.2677 -4.2925 -0.8207 0.0 -0.1 0.0
H -4.4304 -4.7460 0.4301 -0.1 -0.1 -0.1
H -1.4083 -4.6691 0.7765 -0.1 0.4 -0.1
H -2.4120 -4.9803 2.0652 -0.6 -0.6 0.0
H -2.4903 -7.3187 1.1686 -0.1 0.1 0.1
H -2.8489 -6.7249 -0.4022 0.2 0.1 -0.2
H -0.0772 -6.8449 0.9451 0.1 -0.2 0.0
H -0.7146 -7.8496 -0.4125 0.4 -0.1 0.1
H -0.3522 -6.1263 -0.6425 0.1 -0.1 -0.1
C 0.7154 6.7958 -1.5367 0.3 0.6 0.7
C 1.2550 5.5315 -0.8520 -0.3 -0.4 -2.1
C 0.2058 4.5797 -0.2881 0.8 0.2 1.3
C -0.5753 5.1188 0.9330 -0.2 -0.7 -1.3
C 0.2318 5.7218 2.0627 -0.4 -0.5 0.7
C 1.0497 4.6728 2.8341 0.4 0.5 -0.7
H 0.3805 7.5402 -0.8091 0.0 0.0 0.0
H -0.1162 6.6474 -2.2270 0.0 -0.4 0.1
H 1.5111 7.2665 -2.1194 0.0 0.0 0.1
H 1.7141 4.9822 -1.6840 0.1 -0.2 0.1
H 2.1221 5.7214 -0.2209 -0.4 0.2 0.5
H 0.7679 3.6861 0.0051 -0.2 -0.1 0.1
H -0.5137 4.2410 -1.0340 0.1 0.2 -0.3
H -1.3407 5.7831 0.5209 0.1 0.4 0.3
H -1.1407 4.2438 1.2736 -0.1 0.2 0.4
H 0.9002 6.5303 1.7648 -0.1 0.0 -0.3
H -0.4904 6.1513 2.7649 0.1 0.2 0.0
H 0.4536 3.8411 3.2020 -0.1 0.2 0.1
H 1.8089 4.2444 2.1724 0.0 -0.1 0.1
H 1.5785 5.1941 3.6331 0.0 -0.3 0.2
C 1.0511 -0.0920 -2.0792 -0.4 0.7 -0.3
C 0.3726 0.9328 -1.1683 -0.8 -0.5 -0.1
C -0.8765 0.3836 -0.4661 0.3 1.0 -0.2
C -1.4340 1.3262 0.5946 0.2 -0.5 1.1
C -0.5943 1.3774 1.8886 0.2 -0.3 -0.6
C -0.8258 0.1877 2.8235 0.7 0.7 -0.6
H 1.5993 -0.8298 -1.4997 0.1 -0.1 -0.1
H 1.6973 0.4299 -2.7886 0.4 -0.2 0.2
H 0.3220 -0.5853 -2.7281 -0.1 -0.2 0.3
H 1.1024 1.3440 -0.4673 -1.3 -0.1 0.1
H 0.0025 1.7612 -1.7822 0.3 0.2 0.0
H -0.7175 -0.5955 -0.0066 0.0 -0.1 -0.2
H -1.6347 0.3388 -1.2540 -0.1 -0.6 0.1
H -1.5252 2.3625 0.2705 -0.3 -0.2 -0.5
H -2.4126 0.8993 0.8432 -0.2 0.6 0.1
H 0.4555 1.3894 1.5705 0.1 0.1 0.3
H -0.7612 2.3213 2.4126 -0.1 -0.1 0.0
H -0.5328 -0.7301 2.3093 -0.4 -0.2 0.1
H -0.1262 0.2959 3.6543 -0.4 -0.1 0.4
H -1.8742 0.1933 3.1186 0.1 -0.4 0.3
```
Forces are in eV/Å.